DFT (ωB97M-V/def2-TZVPD) results for a structure of composition C16H26N6O3RhSSe2.

XYZ file:
```
55
C16H26N6O3RhSSe2 | the Open Molecules 2025 dataset | ωB97M-V/def2-TZVPD
H 1.58 -1.53 -4.35
C 1.17 2.08 -2.29
H 0.66 2.16 5.78
C 0.38 -0.04 4.26
C 0.20 2.23 3.17
Se 2.31 -0.15 1.43
Rh 0.15 -0.22 0.20
C 1.56 1.94 5.20
H 2.86 1.87 2.77
H 1.51 3.05 -2.66
Se -0.74 1.67 1.55
C -2.22 1.00 -1.44
N -0.56 -1.89 -1.52
C -1.90 -4.00 -1.74
H 0.39 -2.16 -1.78
H 0.75 3.14 2.92
H -0.60 2.50 3.86
H -3.10 3.70 -3.24
C 1.93 -0.20 -2.72
H 3.12 3.03 4.75
H -1.21 -0.51 5.27
C -0.34 2.06 -2.20
C -1.11 3.03 -2.83
C 2.40 0.94 3.08
H 3.15 -0.73 -4.43
C -1.46 -3.20 0.28
O 2.21 3.16 5.02
H -2.49 -4.98 -3.49
H -4.13 1.84 -1.93
H -2.62 0.17 -0.86
H 1.76 1.26 -4.14
O -0.78 0.29 4.97
N -1.29 -2.97 -1.06
H -2.47 -4.85 1.16
H 2.17 1.24 5.79
H 1.05 -0.67 4.87
O 1.76 -0.54 -1.56
C -2.49 2.97 -2.75
N -2.43 -4.83 -0.90
N -0.89 1.05 -1.53
S -0.92 -2.20 1.50
H -0.95 -4.12 -3.65
C -3.06 1.93 -2.03
N -2.16 -4.35 0.34
H -2.48 -3.22 -3.63
H 3.10 0.40 3.72
H -1.02 -1.45 -2.32
C -1.95 -4.08 -3.21
N 1.67 1.04 -3.16
C 2.42 -1.18 -3.76
H 2.88 -2.03 -3.26
H 1.58 1.91 -1.29
H -0.62 3.82 -3.39
H 0.13 -0.60 3.34
C 1.13 1.24 3.88
```

Values from the calculation:
**Net charge**: +1
**ΔE to the lowest compared entry with this formula, charge and spin**: 0.247 eV
**Gap between HOMO and LUMO (alpha / beta)**: 0.2592 / 0.2342 Eh
**HOMO level (alpha / beta)**: -9.5 / -10.3 eV
**Multiplicity**: 5
**Energy**: -6490.8970 a.u.

Here are the Mulliken charges for atoms 1 to 2, given in e: number 1, H, carries 0.3166; number 2, C, carries -1.1068



DFT (ωB97M-V/def2-TZVPD) results for an isolated molecule of C16H26O.

XYZ file:
```
43
C16H26O | the Open Molecules 2025 dataset | ωB97M-V/def2-TZVPD
H 0.18 -0.51 1.97
C -0.65 -0.25 -0.81
C -2.69 -0.46 0.74
H 4.19 -0.71 -1.19
C -1.79 -1.21 -0.27
H -0.69 -2.28 1.24
H -2.18 -2.19 -2.20
H 1.49 2.46 1.57
H -1.94 -0.81 2.69
H 3.06 1.86 1.19
C 0.42 -1.03 -1.63
H -1.83 2.14 0.00
H -0.37 2.52 -1.01
H -3.49 -1.14 1.07
C -0.70 2.15 -0.04
H 1.29 -2.01 0.04
H -2.21 -3.04 0.72
H 2.24 -1.98 -1.48
C 2.25 3.26 -0.25
H -3.56 -2.28 -1.10
C -1.30 -2.52 0.40
H -0.78 -3.21 -0.29
C 1.59 -1.39 -0.81
H -2.43 0.86 2.39
C 3.80 -0.11 -0.35
H 0.82 -0.38 -2.41
H -0.48 2.91 0.71
C -1.93 -0.01 1.96
C -0.09 0.75 0.26
C 2.26 -0.15 -0.35
H -1.20 0.37 -1.55
H -3.17 -0.78 -1.95
H 2.36 3.10 -1.33
H -0.16 1.13 2.46
C -2.71 -1.65 -1.44
O 2.03 4.42 0.14
H -3.14 0.39 0.26
H 4.14 -0.54 0.60
C -0.43 0.35 1.72
H 4.23 0.90 -0.43
C 2.11 2.09 0.76
C 1.44 0.88 0.14
H 0.01 -1.90 -2.11
```

Values from the calculation:
**ΔE to the lowest compared entry with this formula, charge and spin**: 0.208 eV
**Gap between HOMO and LUMO**: 0.3432 Eh
**HOMO level**: -8.6 eV
**Multiplicity**: 1
**Energy**: -700.4657 a.u.

Here are the Mulliken charges for atoms 1 to 2, given in e: number 1, H, carries 0.4369; number 2, C, carries -0.2291



DFT (ωB97M-V/def2-TZVPD) results for an isolated molecule of C16H26O7.

XYZ file:
```
49
C16H26O7 | the Open Molecules 2025 dataset | ωB97M-V/def2-TZVPD
C -5.61 -1.12 -0.80
C -2.48 -0.36 -0.99
H 2.56 -0.94 1.30
H -2.80 -0.88 -1.88
O 3.89 -0.67 3.30
C -1.29 0.46 -1.45
H 4.72 0.70 2.08
H -1.66 3.23 -1.54
H 4.48 -1.53 5.83
H -3.80 -0.21 0.67
H -5.10 -2.94 -0.98
C 3.21 0.67 0.06
C -0.47 1.11 -0.36
C -1.49 2.85 -2.54
H -1.11 0.99 -3.51
C -0.70 -1.69 -1.05
H 5.40 -0.89 1.88
O -0.53 -0.70 -1.96
O -6.53 -1.30 -0.03
H 1.26 2.31 -0.04
H -4.76 0.24 -2.14
H -0.36 0.45 0.49
H -2.73 1.16 -2.90
H 3.88 -1.35 0.21
C -1.69 1.33 -2.66
C -4.94 0.19 -1.06
H 3.76 -3.10 5.46
H -2.20 3.36 -3.19
C 4.47 -0.36 2.03
H 3.08 1.52 0.72
H 2.35 0.42 -1.89
O -5.04 -2.13 -1.51
H -3.44 1.34 -0.04
C 0.92 1.58 -0.78
H -0.51 3.13 -2.90
H 0.90 2.11 -1.72
C -3.63 0.30 -0.27
O -0.01 -2.68 -0.93
H 1.56 -0.51 -0.66
H 4.07 0.85 -0.58
H 2.77 -1.64 5.35
H -5.63 1.00 -0.83
H -1.03 1.97 0.00
C 3.49 -0.59 0.88
O -1.78 -1.41 -0.25
C 1.99 0.46 -0.87
C 3.76 -2.06 5.20
O 4.66 -2.79 3.10
C 4.16 -1.90 3.76
```

Values from the calculation:
**ΔE to the lowest compared entry with this formula, charge and spin**: 0.000 eV
**Gap between HOMO and LUMO**: 0.3938 Eh
**HOMO level**: -10.3 eV
**Multiplicity**: 1
**Energy**: -1151.9773 a.u.

Here are the Mulliken charges for atoms 1 to 2, given in e: number 1, C, carries 0.3720; number 2, C, carries -0.9274



DFT (ωB97M-V/def2-TZVPD) results for a structure of composition C16H27BiN2.

XYZ file:
```
46
C16H27BiN2 | the Open Molecules 2025 dataset | ωB97M-V/def2-TZVPD
H -0.12 4.79 -1.86
C 0.78 4.18 -1.69
H 2.80 -1.53 -1.75
H 2.06 -0.34 -2.85
C 0.08 -0.33 4.59
H -0.86 2.34 2.94
H -3.45 -0.70 -0.04
N 0.28 0.53 2.53
H -1.89 -3.51 0.96
C -3.02 -0.89 -1.03
H 2.56 -2.36 0.15
N -0.59 0.90 4.51
C -0.60 -0.89 -2.01
C 1.56 -2.69 0.45
H 1.00 3.66 -2.62
H 0.54 3.76 0.42
H 0.11 -0.92 5.48
H 1.80 1.66 -1.45
H -0.99 -1.08 -4.11
H 1.25 -1.34 3.00
H -1.81 0.29 -3.34
C 0.66 -1.38 -1.58
H -0.07 0.37 -3.68
C 1.91 -1.33 -2.37
H 1.90 -2.08 -3.18
C -1.52 -2.51 1.25
H -3.26 -0.01 -1.66
H 1.60 4.86 -1.46
C 0.62 -0.55 3.36
H 1.48 -2.55 1.54
H 1.32 1.01 0.26
C -0.46 1.38 3.27
C -0.88 -0.30 -3.34
C 0.51 -1.96 -0.30
H -3.56 -1.75 -1.46
C -0.87 -1.84 0.09
H 2.43 2.39 0.05
C 0.53 3.21 -0.53
H -0.83 -2.66 2.09
C -1.55 -1.16 -0.98
C 1.52 2.03 -0.46
H -0.53 2.87 -0.68
H 1.51 -3.78 0.26
H -2.38 -1.95 1.62
Bi -0.49 0.84 0.37
H -1.10 1.37 5.25
```

Values from the calculation:
**Net charge**: +2
**ΔE to the lowest compared entry with this formula, charge and spin**: 0.927 eV
**Gap between HOMO and LUMO**: 0.2089 Eh
**HOMO level**: -14.2 eV
**Multiplicity**: 1
**Energy**: -949.2772 a.u.

Here are the Mulliken charges for atoms 1 to 2, given in e: number 1, H, carries 0.3919; number 2, C, carries -1.3880



DFT (ωB97M-V/def2-TZVPD) results for a structure of composition C16H27Cl2N2O3SV.

XYZ file:
```
52
C16H27Cl2N2O3SV | the Open Molecules 2025 dataset | ωB97M-V/def2-TZVPD
S -0.36 -2.10 0.95
H -0.99 -1.20 3.73
H 2.42 -2.03 2.01
H 0.98 -3.93 0.21
C 4.52 2.17 -1.67
H -0.68 -3.57 2.97
C 5.58 2.52 -0.89
H 4.49 2.47 -2.71
C -0.06 -3.67 0.04
C -1.84 -1.76 3.33
C 3.44 1.39 -1.15
H -1.95 3.81 -2.12
C 1.83 -2.02 2.93
O 2.47 0.42 0.88
H -2.47 -1.06 2.76
H -2.12 3.00 -0.56
H -3.65 2.07 -2.99
C -1.37 -2.90 2.45
C 4.62 1.41 0.98
C -2.20 2.86 -1.64
C -0.36 -3.55 -1.44
N -2.69 0.78 0.58
H -5.29 1.23 -1.50
H 6.54 2.38 1.05
O 1.73 -2.99 3.64
H -4.22 3.46 -2.06
H -0.07 -4.46 -1.97
N -1.25 1.83 -2.08
H -0.54 2.22 -2.68
O 1.38 0.19 -1.67
C -3.56 0.40 -0.53
C -3.65 2.53 -1.99
Cl 6.88 3.49 -1.58
V 1.06 -0.36 -0.01
H 2.49 1.23 -3.08
H -2.19 -3.45 1.98
H -2.05 0.03 0.81
H -4.25 -0.41 -0.27
H -0.76 1.39 -1.32
H -2.92 0.04 -1.34
C 2.43 0.96 -2.03
H -0.69 -4.44 0.49
H -3.24 0.99 1.41
Cl 4.72 0.92 2.66
C 3.48 1.06 0.26
H -4.69 2.17 -0.14
C 5.68 2.14 0.45
H -1.43 -3.38 -1.61
C -4.38 1.59 -1.02
H 0.18 -2.72 -1.89
H 1.45 -1.03 3.22
H -2.43 -2.12 4.17
```

Values from the calculation:
**Net charge**: -1
**ΔE to the lowest compared entry with this formula, charge and spin**: 2.043 eV
**Gap between HOMO and LUMO (alpha / beta)**: 0.1804 / 0.1777 Eh
**HOMO level (alpha / beta)**: -2.4 / -2.4 eV
**Multiplicity**: 2
**Energy**: -3223.5918 a.u.

Here are the Mulliken charges for atoms 1 to 2, given in e: number 1, S, carries -0.0678; number 2, H, carries 0.1926



> Which of these has the lowest energy?

C16H26N6O3RhSSe2